C3H9NO2 | ωB97M-V/def2-TZVPD

## Properties
HOMO in eV: -8.361
Molar mass in g/mol: 91.1
Energy relative to the best compared isomer or geometry (same formula, charge and spin) in kcal/mol: 39.88
SMILES: CC(=O)O.CN
Total energy in eV: -8841.226

Cartesian coordinates (Å):
C  -1.230  1.093  0.265
C  -1.786  -0.239  0.726
O  -1.482  -1.348  0.356
O  -2.596  -0.042  1.750
H  -0.874  1.365  -0.705
H  -0.362  1.394  0.876
H  -2.034  1.795  0.489
H  -2.861  -0.769  2.322
C  2.043  -0.148  -1.349
N  1.719  -0.946  -0.173
H  2.603  -0.657  -2.127
H  2.423  0.787  -0.827
H  1.169  0.097  -2.013
H  1.113  -1.734  -0.256
H  2.156  -0.648  0.667

Results of the natural (NBO) charge analysis, in e, for atoms 1 through 8: -0.734 0.801 -0.595 -0.703 0.244 0.247 0.229 0.510